# 1
The following is a DFT calculation (ωB97M-V/def2-TZVPD) of the molecule C8H9NOS in a non-equilibrium geometry.

Element x y z (Å)
S (0.483, 1.133, 3.191)
O (-0.487, -1.386, -3.449)
N (0.095, -0.009, -1.526)
C (1.046, -0.234, 2.376)
C (-0.915, 1.186, 2.135)
C (0.376, -1.240, -1.060)
C (0.832, -1.560, 0.120)
C (-0.807, 0.246, 1.068)
C (-0.412, -0.238, -2.861)
C (-0.939, 0.971, -3.580)
C (0.478, -0.481, 1.137)
H (-1.601, 0.032, 0.453)
H (0.592, 0.970, -1.185)
H (-0.539, 0.941, -4.649)
H (-2.018, 0.357, -3.481)
H (1.944, -0.729, 2.540)
H (0.618, -1.878, -1.910)
H (-1.862, 1.784, 2.291)
H (-0.878, 2.107, -3.152)
H (1.284, -2.469, 0.295)

Summary:
SMILES string = CC(=O)N/C=C\c1ccsc1
energy above the lowest of the compared OMol25 structures with the same formula, charge and spin = 98.2 kcal/mol
M = 167.23 g mol⁻¹
HOMO-LUMO gap = 8.574 eV

=====

# 2
The following is a DFT calculation (ωB97M-V/def2-TZVPD) of a structure of composition C32H49IrN3PSi2Te in a non-equilibrium geometry.

Element x y z (Å)
Ir (-0.065, 0.209, 0.832)
Te (0.628, -0.826, -1.599)
P (-1.002, 2.345, 0.293)
Si (-1.264, 0.167, -4.388)
Si (2.606, -3.818, -1.610)
N (1.777, 1.141, 1.130)
N (-1.479, -1.084, 1.308)
N (0.255, -0.212, 2.736)
C (-3.589, 3.331, -0.127)
C (-0.753, -0.677, 3.487)
C (4.323, 2.233, 1.877)
C (2.583, 1.755, 0.249)
C (0.006, 3.501, -0.711)
C (3.152, 0.253, 4.952)
C (-2.949, -2.847, 0.784)
C (-0.675, 4.552, -1.599)
C (2.712, -5.672, -1.881)
C (3.923, 1.115, 4.181)
C (3.818, 2.277, 0.588)
C (-1.217, 3.414, 1.772)
C (3.573, 1.510, 2.845)
C (-1.817, -1.649, 5.400)
C (-0.819, -0.822, 4.854)
C (-1.685, -1.329, 2.642)
C (-2.542, -2.316, 3.152)
C (-0.206, -0.305, -5.875)
C (-2.458, 1.590, -4.877)
C (0.798, -3.120, -1.757)
C (2.279, 0.940, 2.405)
C (-0.151, 0.725, -2.978)
C (-2.670, -2.315, 4.572)
C (1.512, 0.120, 3.240)
C (3.166, -3.263, 0.138)
C (-3.134, -3.185, 2.173)
C (-2.193, 2.885, 2.796)
C (-2.638, 2.174, -0.501)
C (3.784, -3.068, -2.923)
C (1.968, -0.292, 4.475)
C (-2.221, -1.459, -3.903)
C (-2.161, -1.783, 0.371)
H (0.130, 5.010, -2.212)
H (0.647, 2.931, -1.374)
H (-2.130, -1.427, -0.660)
H (5.330, 2.552, 2.109)
H (-4.538, 3.138, -0.617)
H (2.266, 1.767, -0.792)
H (-3.148, 3.472, 2.758)
H (-3.009, 1.223, -0.107)
H (-3.248, 4.255, -0.589)
H (-0.189, 3.582, 2.267)
H (0.171, 0.639, -6.364)
H (-0.727, -0.897, -6.640)
H (-3.498, 1.399, -4.518)
H (-3.743, 3.472, 0.974)
H (-1.924, -1.760, 6.524)
H (-1.771, 2.984, 3.812)
H (4.184, -3.561, 0.337)
H (-3.313, -1.300, -3.700)
H (-2.213, -2.203, -4.685)
H (1.507, -1.158, 4.979)
H (4.905, 1.391, 4.575)
H (-2.153, 2.594, -4.509)
H (-2.428, 1.835, 2.670)
H (-1.570, 4.366, 1.318)
H (-2.516, 1.681, -5.966)
H (0.362, -3.376, -2.719)
H (-3.356, -3.479, -0.013)
H (0.096, -3.428, -0.992)
H (3.231, -3.171, -3.861)
H (-1.214, 5.344, -1.045)
H (-3.377, -2.994, 5.041)
H (2.332, -5.984, -2.849)
H (4.238, 2.863, -0.205)
H (2.253, -6.191, -1.054)
H (4.755, -3.612, -3.033)
H (3.012, -2.157, 0.113)
H (3.788, -5.934, -1.893)
H (-3.756, -4.032, 2.479)
H (3.510, 0.075, 5.994)
H (3.970, -2.021, -2.659)
H (-1.340, 4.078, -2.268)
H (0.639, -0.918, -5.524)
H (-1.729, -1.861, -2.963)
H (-0.794, 1.324, -2.325)
H (-0.118, -0.341, 5.556)
H (2.516, -3.679, 0.889)
H (-2.555, 2.025, -1.580)
H (0.630, 3.954, 0.051)
H (0.705, 1.335, -3.258)

Summary:
<S²> = 8.8452
M = 882.73 g mol⁻¹
charge = +3
HOMO-LUMO gap (alpha / beta) = 5.002 / 4.931 eV
spin multiplicity = 6

=====

# 3
The following is a DFT calculation (ωB97M-V/def2-TZVPD) of a cluster of 2 separate species, C2H6N3O2S in total in a non-equilibrium geometry.

Element x y z (Å)
S (2.476, -2.007, 0.078)
O (0.498, -0.721, -1.850)
O (3.006, -2.907, -1.017)
N (-1.456, 1.025, -0.238)
N (-1.052, 1.309, 2.037)
N (0.351, 0.027, 0.766)
C (-0.719, 0.793, 0.853)
C (1.127, -0.588, 0.067)
H (-2.296, 1.580, -0.198)
H (-1.862, 1.899, 2.135)
H (-0.470, 1.155, 2.843)
H (0.293, -1.663, -1.952)
H (-1.167, 0.632, -1.122)
H (1.271, -0.532, -2.401)

Summary:
energy above the lowest of the compared OMol25 structures with the same formula, charge and spin = 29.7 kcal/mol
M = 136.16 g mol⁻¹
charge = +1
HOMO-LUMO gap (alpha / beta) = 6.966 / 6.980 eV

=====

# 4
The following is a DFT calculation (ωB97M-V/def2-TZVPD) of a structure of composition C7H10.

Element x y z (Å)
C (0.562, -0.011, 1.097)
C (-0.081, 1.471, 0.960)
C (0.104, -0.241, -0.342)
C (-0.495, 1.153, -0.496)
C (0.888, -0.983, -1.374)
C (-0.425, -1.531, -0.883)
C (-0.792, 1.012, 2.113)
H (0.661, 2.259, 1.107)
H (-1.577, 1.198, -0.661)
H (1.631, 0.052, 1.301)
H (-1.649, 0.410, 1.741)
H (0.124, -0.678, 1.856)
H (0.927, -0.560, -2.375)
H (1.801, -1.484, -1.060)
H (0.012, 1.766, -1.247)
H (-0.402, -2.404, -0.234)
H (-1.282, -1.489, -1.550)

Summary:
energy above the lowest of the compared OMol25 structures with the same formula, charge and spin = 117.6 kcal/mol
M = 94.16 g mol⁻¹
HOMO-LUMO gap = 9.253 eV

=====

# 5
The following is a DFT calculation (ωB97M-V/def2-TZVPD) of a structure of composition C43H82AlCl2N7O4P in a non-equilibrium geometry.

Element x y z (Å)
Cl (-0.358, -4.896, -4.445)
Cl (-3.490, -3.036, -1.576)
P (-0.888, -2.863, 0.969)
Al (-0.270, -2.884, -1.317)
O (-1.424, -1.448, 1.431)
O (0.551, -3.278, 1.923)
O (-0.545, -10.619, -4.470)
O (-2.006, -4.183, 1.211)
N (-1.722, 4.506, 4.191)
N (9.346, -2.067, -2.107)
N (-6.021, 8.074, 0.931)
N (-5.855, 14.734, 0.904)
N (-1.677, -3.339, 2.539)
N (5.490, -5.563, 0.579)
N (-3.370, 11.566, 5.219)
C (-1.863, -4.675, -3.323)
C (-2.555, -4.071, 5.950)
C (2.348, -8.592, -2.742)
C (-0.950, 3.589, 4.582)
C (-0.990, 0.850, 3.359)
C (3.324, -7.370, -3.334)
C (-4.012, 12.886, 2.857)
C (4.766, -5.122, -2.634)
C (3.968, -3.923, -1.787)
C (-1.826, -4.861, 4.861)
C (2.461, -3.828, -2.505)
C (-1.877, -3.233, -2.542)
C (-6.306, 13.897, -2.797)
C (-3.661, 12.164, 4.148)
C (-6.146, 15.333, -0.167)
C (-1.849, -2.769, 6.312)
C (-4.431, 6.331, 3.936)
C (-7.185, 15.085, -2.421)
C (-4.700, 11.917, 1.894)
C (8.197, -6.061, 0.185)
C (-6.833, 6.908, 3.322)
C (0.268, 1.522, 3.899)
C (-6.497, 16.054, -1.458)
C (0.512, -1.005, -1.799)
C (9.023, -4.897, 0.738)
C (4.138, -6.565, -2.160)
C (-3.167, -4.749, -4.368)
C (9.237, -0.811, -2.145)
C (8.707, -3.569, 0.057)
C (0.787, -8.243, -3.220)
C (-1.745, -4.029, 3.592)
C (1.259, -4.242, -1.471)
C (7.650, 1.103, -1.946)
C (-3.821, 10.729, 1.519)
C (-0.020, 2.483, 5.054)
C (-1.176, -10.192, -3.208)
C (-5.718, 7.030, 4.362)
C (-6.389, 7.545, 2.015)
C (9.106, 0.703, -2.191)
C (6.718, -5.789, 0.400)
C (-1.653, -11.207, -5.276)
C (-0.321, -9.085, -2.353)
C (6.695, 0.538, -2.994)
H (0.693, -0.886, -2.964)
H (2.643, -6.700, -4.015)
H (-2.886, 11.064, 1.053)
H (-6.056, 13.287, -1.923)
H (-2.259, -9.791, -3.452)
H (-7.162, 16.894, -1.231)
H (2.399, -8.498, -1.563)
H (-4.677, 13.726, 3.084)
H (-2.256, -10.387, -5.873)
H (-4.978, 12.456, 0.981)
H (-7.737, 7.413, 3.680)
H (5.905, -5.010, -2.347)
H (-1.691, 1.580, 2.942)
H (-3.577, -3.841, 5.623)
H (0.667, -8.310, -4.382)
H (-0.814, -5.122, 5.188)
H (9.340, -2.774, 0.464)
H (10.087, -5.120, 0.608)
H (0.408, -4.221, 2.289)
H (2.670, -9.652, -3.121)
H (-1.294, -11.156, -2.523)
H (7.667, -3.270, 0.217)
H (-2.012, -5.610, -2.596)
H (-1.802, -2.084, 5.460)
H (8.887, -3.630, -1.022)
H (-1.504, 0.289, 4.147)
H (4.117, -7.874, -4.059)
H (4.508, -2.883, -1.867)
H (-0.826, -2.960, 6.658)
H (0.635, -7.096, -2.927)
H (4.610, -4.868, -3.771)
H (8.470, -6.991, 0.695)
H (-5.629, 11.543, 2.343)
H (9.446, 1.065, -3.167)
H (-6.827, 13.248, -3.507)
H (2.422, -4.618, -3.395)
H (-1.913, -2.392, -3.364)
H (-3.673, 6.419, 4.721)
H (5.672, 0.873, -2.795)
H (3.514, -6.370, -1.183)
H (-0.487, 1.951, 5.890)
H (-7.463, 15.624, -3.334)
H (5.058, -7.259, -1.851)
H (0.791, -5.286, -1.720)
H (-2.388, -2.253, 7.113)
H (-3.241, -3.708, -4.899)
H (0.245, -9.611, -1.458)
H (3.907, -4.185, -0.640)
H (1.570, -0.937, -1.271)
H (-7.080, 5.856, 3.145)
H (-2.832, -5.526, -5.210)
H (0.914, 2.928, 5.414)
H (-4.342, 10.080, 0.808)
H (-4.606, 5.265, 3.751)
H (-1.067, -8.309, -1.842)
H (7.331, 0.759, -0.954)
H (6.975, 0.872, -3.999)
H (-3.571, 10.118, 2.392)
H (8.388, -6.193, -0.886)
H (-4.011, 6.774, 3.028)
H (6.686, -0.556, -2.984)
H (-0.193, -0.127, -1.432)
H (8.845, -4.794, 1.816)
H (-2.638, -4.693, 6.849)
H (-1.223, -12.005, -6.049)
H (-1.707, -4.909, 0.577)
H (0.761, 2.061, 3.080)
H (9.750, 1.143, -1.422)
H (-4.149, -5.114, -3.849)
H (1.745, -4.333, -0.387)
H (-8.114, 14.711, -1.973)
H (-5.371, 14.232, -3.262)
H (-5.582, 16.457, -1.906)
H (-0.733, 0.152, 2.556)
H (7.573, 2.196, -1.948)
H (-3.097, 13.289, 2.409)
H (0.965, 0.750, 4.241)
H (2.344, -2.765, -2.989)
H (-5.500, 8.089, 4.551)
H (-6.061, 6.598, 5.308)
H (-2.446, -11.779, -4.601)
H (-2.364, -5.791, 4.648)

Summary:
M = 890.04 g mol⁻¹
charge = -1
HOMO-LUMO gap = 6.494 eV

=====

# 6
The following is a DFT calculation (ωB97M-V/def2-TZVPD) of a structure of composition C16H18N2O2S2V in a non-equilibrium geometry.

Element x y z (Å)
V (0.243, -0.217, 0.677)
S (2.654, 0.028, 0.279)
S (0.893, -2.454, 0.056)
O (0.586, 1.574, 1.099)
O (-1.328, -1.166, 1.069)
N (-1.451, 1.155, -0.134)
N (-1.126, 2.540, -0.059)
C (-3.719, 2.077, -0.273)
C (0.140, 5.115, 0.313)
C (3.397, -1.522, -0.053)
C (1.846, 3.945, 1.539)
C (2.625, -2.612, -0.152)
C (-3.073, -2.731, 0.855)
C (-0.022, 2.616, 0.593)
C (2.503, 5.149, 1.773)
C (1.978, 6.334, 1.281)
C (-2.532, -1.359, 0.611)
C (3.150, -4.001, -0.389)
C (4.902, -1.540, -0.197)
C (0.662, 3.927, 0.815)
C (-2.728, 0.953, -0.161)
C (0.797, 6.315, 0.547)
C (-3.249, -0.384, -0.010)
H (-3.617, 2.754, 0.574)
H (-4.282, -0.575, -0.267)
H (2.247, 3.006, 1.895)
H (-0.779, 5.083, -0.258)
H (-4.055, -2.864, 0.400)
H (-2.373, -3.462, 0.449)
H (5.225, -2.023, -1.124)
H (-4.733, 1.682, -0.300)
H (5.385, -2.069, 0.631)
H (5.289, -0.521, -0.203)
H (4.231, -4.010, -0.534)
H (-3.528, 2.671, -1.168)
H (2.921, -4.656, 0.457)
H (-3.141, -2.917, 1.930)
H (2.491, 7.272, 1.463)
H (0.391, 7.238, 0.151)
H (2.687, -4.454, -1.270)
H (3.431, 5.152, 2.332)

Summary:
<S²> = 2.0267
M = 385.41 g mol⁻¹
charge = -1
HOMO-LUMO gap (alpha / beta) = 6.537 / 6.542 eV
spin multiplicity = 3

=====

# 7
The following is a DFT calculation (ωB97M-V/def2-TZVPD) of a cluster of 2 separate species, CN4O in total in a non-equilibrium geometry.

Element x y z (Å)
O (2.232, -0.549, 0.901)
N (-2.629, 0.537, -0.152)
N (-1.659, -0.094, -0.098)
N (1.219, 0.799, -0.766)
N (-0.741, -0.765, 0.045)
C (1.578, 0.072, 0.070)

Summary:
energy above the lowest of the compared OMol25 structures with the same formula, charge and spin = 26.5 kcal/mol
M = 84.04 g mol⁻¹
charge = -2
HOMO-LUMO gap = 5.616 eV

=====

Which of these has the highest M?
C43H82AlCl2N7O4P

=====

What is the M in the fourth record?
94.16 g mol⁻¹

=====

Which of these has the highest M?
C43H82AlCl2N7O4P